No. 1
A 10-piece molecular cluster, C30H64Cl18FNSi overall. Source: OMol25; level of theory: ωB97M-V with the def2-TZVPD basis set.

Element x y z (Å)
H 0.02835 -3.30598 -1.92120
H -1.49021 -1.49296 -9.02206
H 0.36072 2.66404 -4.52084
H -1.54798 6.14586 -0.14065
H 3.91615 -1.95450 -1.53286
Cl 7.89811 -3.85064 1.39509
H 4.97477 3.60527 -3.52687
C 6.44384 -1.99197 2.77763
H 0.40756 -7.20704 3.05602
C 4.10296 2.95342 -3.54340
C -1.96035 -2.56537 0.58157
C -0.80168 2.52153 -2.77497
H -2.92430 2.65297 -2.75791
C -2.59028 -1.73356 -0.54018
Cl 0.80934 6.37977 3.52282
H 2.64368 -3.35007 -4.34905
H -3.33402 6.10526 1.67091
C 1.99909 -2.60598 -2.40195
H -0.93546 6.18008 1.52746
H -1.22908 4.89515 5.88035
H -2.23731 1.11973 -4.92619
Cl 4.16827 6.91776 3.63583
C 7.75422 -2.73498 2.77903
H -2.36260 -0.75529 -6.18312
Cl -7.72577 -3.68423 3.99414
H -5.60431 -2.70757 3.70998
H 2.28325 5.66372 1.83293
H 6.34587 -1.42170 3.69982
Cl 2.58195 1.22354 -5.00250
C -6.44683 -2.87951 3.04523
H 3.60369 3.24806 -5.62353
C -2.80481 5.20909 1.35321
H 2.07096 -1.68580 -4.38558
H -6.89479 -3.96555 1.23808
H 1.26553 -2.92543 5.21873
H 1.67675 4.31900 2.80971
C -1.46279 5.58432 0.78650
C -3.36532 4.64630 6.00502
H -1.93874 -3.62947 0.34266
C 2.99350 -1.52204 -1.92307
H 1.19230 -1.16178 5.00533
Cl -3.85365 4.37883 0.16960
C 1.90320 -2.66413 -3.93226
H 4.78817 1.96736 -5.30535
C -0.58987 0.52836 0.11787
C -2.14684 2.11944 -2.19814
H -0.94383 -2.25282 0.82601
Cl -0.79148 -5.26650 2.47153
H -1.22968 0.09071 -8.26466
H -1.76528 3.49608 6.83221
H 0.77320 -2.25242 -0.68965
C -0.45736 -6.48560 4.89612
H 0.33351 -2.54767 3.05080
H -1.32809 -5.92487 5.22589
Cl 6.32988 -0.82909 1.42991
H 0.56333 -0.39044 -2.56469
H 3.26978 -0.84215 -2.73161
H -2.22782 2.47131 -1.17156
C -0.14878 -1.19775 -2.34178
H -0.92793 1.36425 -6.09608
F -3.75982 -1.09590 -0.02599
H -2.56310 -2.43074 1.48221
H -0.66012 0.39139 -4.64681
H -0.61704 -1.44995 -3.29655
C 0.61384 -2.39476 -1.76255
Cl 1.79204 -0.93546 2.17286
C -1.16335 1.28032 -5.03050
C -0.70119 2.53587 -4.30214
C -2.55146 -1.17033 -7.16983
Cl -2.96116 -2.89475 -6.96296
H -0.40671 -7.42485 5.44339
N -2.41139 0.66584 -2.28429
H 2.56664 -0.91282 -1.12126
Cl 3.40642 -1.96319 4.99296
Cl -5.18832 -5.19241 2.29432
C -0.51353 -6.75599 3.41591
C -1.36273 -0.97354 -8.07578
H -3.40195 0.49629 -2.14016
H 7.82659 -3.33710 3.68320
Cl 2.71971 3.90408 -2.93939
Cl 0.14204 -1.56390 -7.32803
C -6.03553 -3.68701 1.84230
H -6.84327 -1.92060 2.71689
Cl -1.71934 3.03818 4.52690
H -0.42815 -0.10074 0.98703
H -1.20678 3.41435 -4.71517
H 0.01676 1.91407 -2.37286
H -2.68765 4.54901 2.20816
H -2.94664 -2.40653 -1.32590
H 1.96891 -3.18567 2.84179
H -3.42420 -0.68447 -7.60303
Cl 0.98768 -5.54010 5.34589
Cl -0.45141 4.14406 0.45743
C 1.65461 -2.08257 4.65919
Cl -3.66706 5.77662 4.66083
C 3.87841 2.44461 -4.94474
H -5.34579 -3.10053 1.23704
Si -1.45639 -0.38502 -1.26863
H 3.11299 5.12290 4.73003
H -1.34576 -7.42638 3.20781
H -1.09678 1.42864 0.45757
C 1.39187 -2.33697 3.20014
H -3.50400 5.19783 6.93305
C 2.08717 5.32654 2.84724
H 4.25816 2.13034 -2.85010
H 8.59687 -2.04966 2.73736
H -0.61234 3.54096 -2.42664
H 2.37442 -3.57305 -2.05815
H -4.10825 3.85554 5.94158
H 0.92341 -3.01065 -4.27098
H 5.60021 -2.67227 2.69540
C 3.33544 5.34117 3.68872
H 4.03233 4.59666 3.30798
C -1.96240 4.09480 5.94461
H 0.40241 0.80147 -0.25365

Values from the calculation:
Maximum force: 0.52 eV/Å
Multiplicity: 1
HOMO: -8.44 eV
SMILES string: CCCCN[Si@](C)(CCC(C)C)[C@@H](C)F.ClCCCl.ClCCCl.ClCCCl.ClCCCl.ClCCCl.ClCCCl.ClCCCl.ClCCCl.ClCCCl
Molecular weight: 1124.09 g/mol

Atom charges from the Löwdin analysis, given in e for atoms 1 to 8: H 0.115; H 0.066; H 0.031; H 0.074; H 0.071; Cl 0.533; H 0.073; C -0.685

No. 2
A 5-piece molecular cluster, C30H65ClN2O16 overall at a distorted geometry. Source: OMol25; level of theory: ωB97M-V with the def2-TZVPD basis set.

Element x y z (Å)
C -0.47603 0.19858 1.19569
C -0.82735 0.10356 -8.89600
C 0.27751 -0.84725 5.66291
H -6.44314 0.55563 -16.52339
O -0.80033 -0.58780 -1.08265
H -1.84074 1.18586 -4.25095
H -2.66103 0.63530 8.79261
H 0.38497 0.77632 0.85396
C -1.64177 -1.40254 -1.88279
H 2.55763 -0.84880 1.96626
C -6.67588 0.58674 -13.86575
C -1.24547 1.44815 -5.13187
O -1.54028 2.03635 -7.51923
H -3.64849 1.61419 -10.63972
O -1.04086 -0.97849 -7.99064
C -0.94043 2.36585 9.07656
O -0.06170 -0.99005 1.88169
H -2.29878 -1.85836 8.48797
C 4.92494 -1.14495 10.56058
O 8.76958 0.55166 15.30285
H -4.69570 0.89719 -16.48350
H -0.81427 0.86713 6.47102
H -0.07266 2.98561 8.83591
C -1.01318 -0.09224 5.99406
H 3.86895 -0.30284 12.46401
H 0.89292 -2.76690 1.76096
H 4.60245 -2.27275 10.73772
H 7.05047 -1.97651 15.30189
H -1.52695 0.12577 5.05151
H 4.08482 -0.68703 9.84614
H 0.03132 -1.86802 5.35007
H -4.35654 4.67015 -12.18414
H 2.93282 -2.08362 0.73227
C 6.20066 -0.44838 12.91665
H -6.74200 -0.49780 -14.00664
C -4.03842 0.25943 -12.27138
H -2.89587 -1.50101 -8.74993
C -2.12122 1.37928 -6.38527
H -2.09108 -2.71314 -7.73873
H -1.69905 -0.16720 10.06808
H -2.87686 4.12184 -11.34261
C 7.75024 -0.17275 14.83652
C -6.38296 0.89079 -12.39356
H 6.89256 -0.58245 10.21944
H 0.36146 1.17350 -7.40399
H 0.71491 0.95380 -3.40107
H 3.23751 1.38970 -0.64047
H 7.35598 -2.36294 12.43384
O 2.27360 -0.30375 -0.02521
H -1.19694 2.48816 10.13468
H 2.71474 -1.90038 5.92562
C -5.53045 0.45505 -15.93179
N 4.99665 -3.55070 13.02541
C -1.47346 -0.07114 0.06650
O -5.38230 0.03451 -11.82585
H 3.20822 1.15122 1.11503
H -2.23450 -0.77756 0.41808
H -7.62725 1.04584 -14.15429
C 6.68587 -1.95983 13.32449
H -4.50032 3.71098 -10.70106
H -5.30220 -0.60084 -15.75715
H -6.13962 1.94091 -12.23394
O -0.17278 0.50883 -5.21896
H 4.98413 0.90995 11.54864
C -1.58419 -1.11019 8.12670
O -3.92192 2.68478 -12.40723
H -1.50006 -2.42962 -9.39466
O 5.57694 -4.52797 12.57205
H -7.29418 0.68855 -11.82027
H -2.40984 0.35497 -6.62895
H 1.47906 -2.90573 6.75547
N 7.65866 -1.66489 14.48564
O -1.94400 -0.86912 6.76012
H -1.73163 0.30386 -9.48133
H -3.97175 0.21381 -13.36012
O -5.65995 1.14347 -14.69884
C 4.92451 -0.22390 11.91463
C -3.42169 1.54281 -11.70990
C -0.42787 1.36796 -8.12965
C 2.03792 -1.96522 6.78050
C -3.90615 3.85706 -11.60875
H -1.77695 2.69124 8.44994
H 2.62414 -1.94189 7.70378
C -1.92922 -1.95426 -8.50981
H -1.04573 -1.80860 -2.70431
H -1.95730 0.86543 -0.22998
H 1.32053 1.88703 -4.80760
O 5.73470 -2.90096 13.94234
O -0.61118 1.01349 8.80317
C 0.96142 0.91040 -4.46771
H 0.80325 -0.33808 4.84837
H 0.40027 -2.14282 0.19879
H -2.47030 -0.81095 -2.28768
H -0.01755 -0.18788 -9.57307
Cl 5.87454 2.12155 14.43069
C 0.82631 -1.85398 1.15927
C 6.20712 0.29878 14.39973
H -3.04922 1.92382 -6.17745
H -0.85779 2.46723 -5.01784
H 7.15122 0.01979 12.41323
C -1.71371 0.13004 9.01424
O 1.14788 -0.86135 6.79355
H -0.98146 0.80968 1.95200
H 5.39686 -0.27232 15.06449
H -3.45910 -0.58793 -11.88760
O 6.17279 -1.12681 9.78507
H -2.33582 1.52234 -11.84997
H 1.75725 0.17879 -4.63038
C 2.23983 -1.28318 1.01192
H 4.29050 0.15157 0.08758
H -0.02174 2.08489 -8.85143
C 3.31611 0.64084 0.15306
H -0.59452 -1.56541 8.19882
H -2.03305 -2.24092 -1.29771

Values from the calculation:
Maximum force: 9.32 eV/Å
Multiplicity: 1
HOMO: -9.15 eV
SMILES string: O=NO[C@@H]1NC(=O)[C@@H](Cl)[C@@H]1CCO.COCCOCCOC.COCCOCCOC.COCCOCCOC.COCCOCCOC
Molecular weight: 745.30 g/mol

Atom charges from the Löwdin analysis, given in e for atoms 1 to 8: C -0.170; C -0.188; C -0.189; H 0.085; O -0.218; H 0.118; H 0.125; H 0.117

No. 3
A 5-piece molecular cluster, C30H65F2N6O4S2 overall at a distorted geometry. Source: OMol25; level of theory: ωB97M-V with the def2-TZVPD basis set.

Element x y z (Å)
N -5.34942 2.08821 -1.14457
H 0.09049 0.58523 -5.67739
C 2.28843 4.99885 1.60359
H 0.66087 -3.00730 -4.23402
C -4.22753 -2.58123 -4.57570
H 3.68684 3.08562 5.98150
C -4.91466 3.35227 -1.75309
N 1.54948 4.25038 2.68645
H -3.58984 -1.24265 -0.86060
H -4.74368 -3.52610 -4.40566
H -2.26495 -0.88047 -3.70547
C 4.77056 -1.27392 1.50943
H -4.22940 3.83229 -1.05444
C 1.80128 3.57896 5.18841
H 2.17432 -1.75817 -2.81457
H 4.10565 -5.16519 0.90850
N -1.33013 0.44556 -1.22285
H 0.88189 4.10033 5.45484
C 1.27921 2.80025 2.18424
H 5.37017 -1.28831 0.59929
C 2.77557 3.55114 6.35698
H -4.77152 -2.01845 -5.33429
H 6.35319 -2.59490 2.41708
H -5.78965 3.95190 -2.00396
H 3.03493 4.39064 1.09279
H 2.87737 4.51492 6.85584
H 0.07351 -4.94233 3.76630
H -0.25171 6.72099 1.70545
H 1.56797 -2.96872 2.85110
H 2.01731 -0.47625 -5.10403
C -4.29718 -1.56612 0.99795
H -2.31199 -3.47363 -4.30738
C 0.11514 0.04499 -4.73101
H 4.55285 -4.26025 2.95445
H -0.32524 0.66846 -3.95290
C 4.29907 -3.20167 2.89866
H 3.32455 3.83932 3.63997
H 2.73499 5.86877 2.08517
H -2.53161 -2.95336 -5.89114
N 3.34692 -3.27008 1.69600
S -0.87216 1.84116 -1.39327
H 2.48774 5.36389 4.23110
C 0.20440 4.91953 2.92784
H -4.41808 -2.12093 -3.60621
C 3.89259 -4.16859 0.52186
H -3.54156 -2.33200 1.17282
C 1.91538 -3.68207 2.10375
H -7.32817 2.44281 -0.25863
C -0.08467 5.65173 1.57547
H 2.22868 2.26594 2.15072
C 0.21611 -2.14442 -3.73832
H 0.91221 -2.10124 -6.36398
C -6.44133 0.38857 -0.21431
C 2.40693 4.30068 4.00494
S -0.55650 0.11917 0.24476
C -4.58597 0.97574 -1.34797
N -5.19902 -0.02078 -0.65088
C 1.28604 -1.22999 -3.16109
H 0.53611 2.51296 2.92813
H -2.42691 -0.58606 -5.37882
H 1.29868 6.14557 -0.06017
C 1.90713 -5.06427 2.74679
O 0.37223 2.09504 -2.13301
H 3.05934 -4.36533 -0.15274
O -1.30698 0.26216 1.51816
H -0.51028 -2.39610 -2.96559
C -2.03721 -1.32209 -4.67562
C 5.37845 -2.15134 2.62015
H -5.11456 -2.10308 1.47926
H 2.57801 -1.25346 1.73565
O -1.23304 2.80018 -0.29492
H 0.32082 5.64925 3.72912
C 1.04212 5.37705 0.66897
H -3.98238 -0.71657 1.60398
N -0.48609 -1.33613 -4.86342
H 2.42758 -5.07966 3.70439
H -4.28370 3.19570 -2.62801
H 2.44354 2.78297 7.05538
H 0.88679 2.78263 1.16749
C -2.78566 -2.66912 -4.86998
O 0.90876 0.22695 0.32420
H -0.48952 4.17299 3.31417
H 1.63601 2.52269 4.97611
H 1.89259 0.87430 -3.95731
C 0.49311 -5.61750 3.02051
H 2.29492 -5.78592 2.02781
H -0.12652 -5.43038 2.14350
F -0.62662 -1.45533 0.09777
H 0.39839 -6.65578 3.33846
H -0.60019 -2.96376 -6.40409
C 1.51702 -0.11876 -4.20402
F -2.02854 2.20272 -2.41706
H 5.42525 -1.64506 3.58431
H -5.17738 -2.07881 -0.97362
H 1.24342 -3.57674 1.25199
C -4.59647 -1.31976 -0.44969
H -3.63600 0.85544 -1.84746
H 3.72281 -2.90703 3.77571
C -0.16198 -1.98244 -6.22222
H 0.77895 -0.94404 -2.23958
C -6.52885 1.75872 -0.50256
H 4.80706 -0.19439 1.65569
H -0.95491 5.13724 1.16796
H 3.11233 -1.70314 0.15716
H -7.03073 -0.35168 0.30630
H 4.75516 -3.69466 0.05338
C 3.36877 -1.79152 1.21287
H -0.60547 -1.33847 -6.98164
H 0.79796 4.55488 -0.00372

Values from the calculation:
Maximum force: 10.00 eV/Å
Multiplicity: 1
Charge: +3
HOMO: -16.46 eV
Molecular weight: 676.02 g/mol

Atom charges from the Löwdin analysis, given in e for atoms 1 to 8: N -0.074; H 0.149; C -0.053; H 0.131; C -0.091; H 0.082; C 0.026; N -0.265

No. 4
C30H66B2N2O25 as an isolated structure at a distorted geometry. Source: OMol25; level of theory: ωB97M-V with the def2-TZVPD basis set.

Element x y z (Å)
C 15.70300 22.15400 4.67300
C 15.88200 32.90000 10.03600
B 14.20600 28.51800 9.59000
C 16.33500 21.43400 3.40500
H 15.39300 19.11100 4.11200
H 16.94000 22.05200 2.83700
O 15.06100 28.38000 10.81000
C 21.81900 31.88900 11.03500
O 10.58800 26.01700 4.72400
H 8.77400 26.65800 4.74800
C 16.29900 15.31600 5.39100
C 20.42700 32.35100 10.45900
C 14.79000 27.34100 11.31700
H 16.41600 26.87900 1.76200
H 19.12600 24.71600 5.19300
H 15.33300 24.13500 3.63500
N 17.13300 20.15500 3.73400
H 21.83600 31.70500 13.16100
O 13.22400 31.30700 8.07800
O 10.53000 23.52200 3.49600
O 16.81500 26.27800 5.67500
H 14.46900 30.26100 4.56400
H 21.66600 30.17900 12.31300
O 12.71000 27.89500 6.55900
H 15.96700 14.71900 4.52700
C 18.36300 20.40900 4.49900
H 20.41100 19.59800 4.36400
H 17.65800 17.49500 4.77800
H 16.05700 25.48300 7.99800
O 12.71900 26.18800 4.93500
H 13.83700 23.07600 3.84800
C 14.90500 23.41400 4.19200
H 15.40700 33.43800 9.20100
H 16.54500 17.04800 3.38500
H 15.13700 32.27900 10.44700
H 19.23800 29.78500 3.48500
H 14.38000 31.52300 5.24900
O 19.46600 26.68400 4.78600
H 17.74900 32.72000 9.07200
H 18.68900 28.84200 11.58600
C 13.67000 26.69800 10.59700
C 18.87400 27.75500 9.80100
H 15.35600 27.81400 1.69900
O 13.31900 27.30600 9.59600
C 18.51900 29.06100 10.42300
H 17.15800 31.14600 9.12200
H 17.91900 32.77200 11.70000
O 15.52100 26.85400 1.36400
H 17.43500 29.55000 10.25600
C 16.62900 17.65300 4.46500
H 19.46200 30.48600 9.10100
H 17.85300 29.44800 3.72100
H 19.55600 19.49900 1.63300
H 19.60900 30.12300 12.89600
H 22.43500 31.25600 10.37500
H 18.47700 21.42000 4.75400
C 15.77800 26.84100 5.71800
H 14.92300 16.72400 5.56700
H 22.43700 32.63500 11.44500
H 11.24300 29.30700 9.54900
H 15.42800 24.32000 8.88000
C 17.88600 31.78900 11.06000
H 18.50200 19.97100 5.45400
H 20.17900 32.56300 9.35800
C 17.69800 19.64900 2.37000
H 17.65600 20.44700 1.54400
O 14.29100 28.02800 4.68300
C 18.50600 27.71000 8.20000
H 18.69900 28.62800 7.67700
H 19.95200 20.87500 3.23000
H 15.57400 21.25000 2.68600
H 11.03400 22.91300 4.10300
C 19.49600 30.17800 10.09800
O 15.50300 30.07600 6.93100
H 19.50500 31.98400 13.07800
C 14.75900 29.60900 7.79100
O 13.30100 25.59000 11.00700
H 16.12100 33.74000 10.67100
H 17.30400 14.96500 5.35200
H 16.58900 22.54400 5.21100
O 10.66000 28.08200 6.77200
H 20.10300 33.36600 11.00800
H 15.38700 21.27600 5.23600
H 19.94800 27.60800 9.78300
C 19.85000 31.13200 12.41200
H 20.30500 23.49400 4.73900
H 10.54500 24.38200 3.97100
H 15.88100 19.48100 5.51600
C 19.58800 20.00000 3.66100
O 19.35600 23.83700 5.03400
H 8.32400 27.01000 6.07400
H 15.96900 14.89700 6.08700
C 17.10700 32.17500 9.74900
O 14.77900 26.44800 6.28900
O 15.52400 26.85300 12.16500
B 13.65000 27.17200 5.61600
C 13.69800 30.31100 8.48200
H 17.31400 27.33700 8.00500
O 8.10300 27.05100 5.13300
O 10.42900 29.36900 9.19800
C 11.57600 26.58500 5.21400
C 21.38700 31.16900 12.23500
O 18.41300 30.01300 3.08700
H 18.59800 26.97300 4.85000
O 15.10100 28.54400 8.37900
H 16.27000 17.14200 6.45500
O 16.38400 28.52800 4.12800
H 17.07400 18.74400 1.98200
C 15.52800 27.87700 4.81500
H 19.88100 27.52400 4.54500
H 18.46000 26.86400 10.30100
H 10.43900 28.93600 8.38100
C 19.10700 19.16900 2.51000
C 16.23600 19.12200 4.51300
H 19.29100 18.09200 2.85900
O 14.46000 31.19000 4.27600
H 20.29200 29.89600 10.34600
H 17.27600 31.01000 11.76600
O 16.18400 24.87600 8.66500
C 11.57000 27.61500 6.21800
O 13.39200 29.79100 9.49600
H 14.57000 23.93700 5.00100
H 18.96700 26.88700 7.92400
C 16.01400 16.77500 5.47100
N 19.38300 31.38200 10.91600

Values from the calculation:
Maximum force: 13.69 eV/Å
Multiplicity: 1
Energy above the lowest of the compared OMol25 structures with the same formula, charge and spin: 37.06 kcal per mole
HOMO: -9.12 eV
Molecular weight: 876.47 g/mol

Atom charges from the Löwdin analysis, given in e for atoms 1 to 8: C -0.138; C -0.097; B -0.678; C -0.099; H 0.048; H 0.104; O 0.292; C -0.139